Record 1
{
  "formula": "C10H12O2S",
  "method": "ωB97M-V/def2-TZVPD",
  "elements": ["C", "C", "C", "C", "C", "C", "C", "C", "C", "C", "O", "O", "S", "H", "H", "H", "H", "H", "H", "H", "H", "H", "H", "H", "H"],
  "coordinates": [[-0.262, -2.325, -2.663], [0.944, -2.247, -1.972], [-1.216, -1.370, -2.432], [1.151, -1.280, -1.047], [-0.859, -0.149, -1.736], [0.264, -0.222, -0.920], [-1.408, 1.603, 3.114], [-0.461, 1.654, 0.612], [0.531, 0.908, 0.024], [1.984, 1.061, 0.524], [0.459, -0.318, 2.625], [-1.764, -0.659, 1.739], [-0.794, 0.320, 2.273], [-0.511, -3.225, -3.319], [1.498, -3.197, -2.074], [-2.253, -1.408, -2.858], [1.984, -1.363, -0.313], [-1.435, 0.732, -1.461], [-0.751, 2.155, 3.731], [-2.240, 2.126, 2.568], [-0.236, 2.449, 1.276], [-1.493, 1.595, 0.284], [2.254, 2.044, 0.709], [2.636, 0.620, -0.184], [1.977, 0.495, 1.496]],
  "gap_ev": [7.3, 7.3],
  "lumo_ha": [-0.035, -0.035],
  "de_lowest_kj_mol": 509.2,
  "spin_multiplicity": 1,
  "homo_energy_ev": [-8.241, -8.244]
}

Record 2
{
  "formula": "C21H23NO3",
  "method": "ωB97M-V/def2-TZVPD",
  "elements": ["O", "O", "O", "C", "C", "C", "C", "C", "C", "C", "C", "C", "C", "C", "C", "C", "C", "N", "C", "C", "C", "C", "C", "C", "C", "H", "H", "H", "H", "H", "H", "H", "H", "H", "H", "H", "H", "H", "H", "H", "H", "H", "H", "H", "H", "H", "H", "H"],
  "coordinates": [[-0.943, -0.916, -0.769], [0.335, -1.118, 3.437], [1.851, -0.951, 1.295], [-1.035, -1.632, 1.425], [-0.328, -0.865, 0.482], [-4.200, -2.762, -1.080], [-0.320, 2.383, 4.337], [-4.302, -3.192, 0.264], [-0.007, 3.005, 3.125], [-3.106, -1.971, -1.489], [-0.222, 0.969, 4.403], [-3.298, -2.892, 1.183], [0.394, 2.289, 2.016], [-2.085, -1.674, -0.598], [0.192, 0.230, 3.306], [-2.175, -2.136, 0.705], [0.485, 0.873, 2.070], [1.940, 1.436, -3.330], [-0.806, -1.864, 2.902], [2.425, 2.572, -4.127], [0.931, 0.630, -4.051], [0.887, -0.011, 0.872], [2.940, 0.786, -2.489], [1.523, 0.787, -0.279], [2.331, -0.041, -1.319], [1.512, -1.381, 2.111], [-4.983, -2.973, -1.792], [-0.571, 3.010, 5.196], [-5.179, -3.764, 0.568], [-0.011, 4.122, 3.069], [-3.028, -1.575, -2.490], [-0.367, 0.482, 5.371], [-3.381, -3.182, 2.216], [0.712, 2.862, 1.160], [-1.724, -1.551, 3.412], [-0.673, -2.934, 3.129], [1.563, 3.186, -4.449], [3.086, 3.223, -3.542], [2.914, 2.214, -5.035], [0.219, 1.160, -4.679], [1.426, -0.113, -4.673], [0.233, 0.103, -3.394], [3.548, 0.126, -3.106], [3.631, 1.544, -2.092], [2.171, 1.566, 0.123], [0.723, 1.317, -0.799], [3.169, -0.607, -0.875], [1.603, -0.769, -1.717]],
  "smiles": "CN(C)CCC[C@@]1(O)c2ccccc2OCc2c1oc1ccccc21",
  "gap_ev": 8.6,
  "lumo_ha": 0.025,
  "de_lowest_kj_mol": 267.2,
  "spin_multiplicity": 1,
  "homo_energy_ev": -7.931
}

Record 3
{
  "formula": "C22H68N2O18",
  "method": "ωB97M-V/def2-TZVPD",
  "elements": ["C", "C", "C", "N", "C", "O", "O", "C", "C", "C", "O", "C", "N", "C", "O", "O", "H", "H", "H", "H", "H", "H", "H", "H", "H", "H", "H", "H", "H", "H", "H", "H", "C", "O", "H", "H", "H", "H", "C", "O", "H", "H", "H", "H", "C", "O", "H", "H", "H", "H", "C", "O", "H", "H", "H", "H", "C", "O", "H", "H", "H", "H", "C", "O", "H", "H", "H", "H", "C", "O", "H", "H", "H", "H", "C", "O", "H", "H", "H", "H", "C", "O", "H", "H", "H", "H", "C", "O", "H", "H", "H", "H", "C", "O", "H", "H", "H", "H", "C", "O", "H", "H", "H", "H", "C", "O", "H", "H", "H", "H"],
  "coordinates": [[-2.998, 2.076, 0.333], [-3.320, 0.551, -0.010], [-2.238, -0.414, 0.621], [-1.488, -1.145, -0.389], [-0.896, -2.382, 0.129], [-0.914, -3.427, -0.542], [-0.334, -2.390, 1.285], [-0.583, -0.315, -1.201], [0.918, -0.281, -0.762], [1.206, 0.552, 0.575], [1.738, -0.243, 1.619], [2.230, 1.722, 0.234], [1.534, 2.925, -0.289], [-0.715, -0.790, -2.731], [-0.053, -0.203, -3.627], [-1.521, -1.717, -3.000], [-3.050, 2.685, -0.604], [-3.761, 2.479, 1.036], [-1.982, 2.132, 0.793], [-3.330, 0.451, -1.121], [-4.347, 0.349, 0.398], [-2.834, -1.179, 1.178], [-1.634, 0.119, 1.398], [-0.931, 0.752, -1.222], [1.420, -1.274, -0.745], [1.448, 0.306, -1.561], [0.251, 1.060, 0.826], [2.513, -0.714, 1.282], [3.015, 1.400, -0.482], [2.710, 1.994, 1.205], [0.826, 2.684, -0.979], [1.138, 3.443, 0.488], [5.323, 2.059, 2.887], [3.927, 1.836, 3.022], [5.813, 1.099, 2.726], [5.515, 2.710, 2.035], [5.717, 2.517, 3.801], [3.513, 2.694, 3.164], [-6.351, 3.289, 2.183], [-6.183, 2.776, 0.871], [-5.372, 3.562, 2.575], [-6.991, 4.177, 2.160], [-6.798, 2.529, 2.828], [-7.056, 2.540, 0.541], [-5.217, -0.207, 3.491], [-5.051, -0.711, 2.177], [-4.241, 0.058, 3.885], [-5.853, 0.684, 3.471], [-5.670, -0.971, 4.132], [-5.924, -0.942, 1.843], [-5.500, -2.871, -1.073], [-4.715, -1.745, -0.735], [-6.504, -2.735, -0.670], [-5.559, -2.971, -2.163], [-5.052, -3.770, -0.639], [-3.829, -1.906, -1.108], [-10.136, -2.780, -1.224], [-8.932, -2.649, -0.485], [-10.306, -1.857, -1.775], [-10.055, -3.611, -1.930], [-10.977, -2.953, -0.544], [-8.799, -3.474, -0.005], [8.288, 4.178, 2.704], [7.080, 4.501, 2.023], [8.080, 3.393, 3.422], [9.036, 3.825, 1.989], [8.664, 5.059, 3.232], [7.283, 5.198, 1.391], [-2.612, 0.995, 6.646], [-3.801, 1.295, 5.925], [-2.827, 0.190, 7.347], [-1.828, 0.672, 5.957], [-2.278, 1.877, 7.201], [-3.590, 2.007, 5.311], [1.975, 0.579, -5.874], [2.523, 1.462, -6.872], [2.753, 0.354, -5.146], [1.140, 1.065, -5.370], [1.638, -0.345, -6.338], [1.820, 1.646, -7.501], [-4.521, -6.217, 1.294], [-4.656, -4.895, 1.787], [-5.517, -6.634, 1.141], [-3.984, -6.208, 0.342], [-3.979, -6.834, 2.018], [-3.764, -4.544, 1.913], [-0.647, -2.405, -7.427], [0.455, -2.060, -6.611], [-0.291, -2.554, -8.448], [-1.105, -3.331, -7.067], [-1.387, -1.600, -7.417], [0.116, -1.930, -5.706], [11.035, 2.412, 5.535], [9.902, 2.691, 4.723], [11.692, 3.280, 5.522], [10.719, 2.215, 6.563], [11.574, 1.547, 5.141], [9.334, 1.913, 4.748], [4.982, -0.077, -2.316], [4.312, -0.618, -1.183], [5.075, 1.001, -2.181], [5.974, -0.517, -2.403], [4.404, -0.280, -3.218], [4.238, -1.568, -1.319], [6.796, -1.144, -5.420], [6.132, -1.696, -4.291], [6.885, -0.069, -5.277], [7.796, -1.579, -5.517], [6.218, -1.340, -6.326], [6.062, -2.646, -4.436]],
  "gap_ev": 3.4,
  "charge": -2,
  "lumo_ha": 0.110,
  "de_lowest_kj_mol": 0.0,
  "spin_multiplicity": 1,
  "homo_energy_ev": -0.409
}

Record 4
{
  "formula": "C56H55ClN4SbSc",
  "method": "ωB97M-V/def2-TZVPD",
  "elements": ["Sc", "C", "C", "C", "C", "C", "C", "C", "C", "C", "C", "C", "C", "C", "C", "C", "C", "C", "C", "C", "N", "C", "C", "C", "C", "C", "C", "C", "C", "C", "C", "C", "C", "N", "C", "C", "C", "C", "C", "N", "C", "C", "C", "C", "C", "C", "C", "C", "N", "H", "H", "H", "H", "H", "H", "H", "H", "H", "H", "H", "H", "H", "H", "H", "H", "H", "H", "H", "H", "H", "H", "H", "H", "H", "H", "H", "H", "Cl", "C", "C", "C", "C", "Sb", "C", "C", "C", "C", "C", "C", "C", "C", "H", "H", "H", "H", "H", "H", "H", "H", "H", "H", "H", "H", "H", "H", "H", "H", "H", "H", "H", "H", "H", "H", "H", "H", "H", "H", "H"],
  "coordinates": [[1.861, 1.987, -2.336], [-2.849, -0.227, -8.208], [-2.762, -1.212, -7.199], [-2.004, -0.905, -6.041], [-1.210, 0.267, -5.898], [-1.331, 1.147, -6.968], [-2.030, 0.886, -8.116], [-0.554, 0.664, -4.632], [-0.916, 1.909, -4.014], [-2.038, 2.769, -4.380], [-1.879, 3.906, -3.626], [-0.879, 3.614, -2.633], [-0.650, 4.478, -1.509], [-1.541, 5.666, -1.260], [-1.031, 6.950, -1.034], [-1.860, 8.060, -0.736], [-3.236, 7.864, -0.773], [-3.798, 6.652, -1.075], [-2.963, 5.531, -1.292], [0.434, 4.227, -0.575], [1.423, 3.257, -0.639], [2.133, 3.383, 0.547], [3.299, 2.567, 0.950], [4.146, 3.096, 2.019], [4.272, 4.477, 2.179], [5.092, 5.022, 3.150], [5.755, 4.187, 4.057], [5.655, 2.777, 3.914], [4.733, 2.223, 2.989], [3.724, 1.457, 0.196], [4.864, 0.575, 0.496], [4.707, -0.599, -0.168], [3.488, -0.490, -0.948], [3.045, 0.829, -0.862], [2.834, -1.529, -1.676], [2.055, -1.124, -2.786], [1.933, -1.845, -4.023], [0.957, -1.273, -4.786], [0.491, -0.129, -4.104], [1.272, 0.074, -2.991], [2.972, -2.934, -1.217], [2.568, -4.041, -1.992], [2.633, -5.336, -1.468], [3.326, -5.639, -0.306], [3.713, -4.573, 0.498], [3.454, -3.297, 0.071], [1.569, 4.389, 1.379], [0.506, 4.989, 0.672], [-0.236, 2.414, -2.957], [-3.513, -0.202, -9.042], [-3.287, -2.139, -7.348], [-2.063, -1.762, -5.333], [-0.947, 2.181, -6.851], [-2.072, 1.666, -8.862], [-2.831, 2.504, -5.120], [-2.552, 4.785, -3.754], [0.026, 7.147, -1.193], [-1.422, 9.032, -0.505], [-3.834, 8.708, -0.407], [-4.851, 6.570, -1.061], [-3.373, 4.541, -1.354], [3.782, 5.096, 1.458], [5.346, 6.082, 3.128], [6.267, 4.678, 4.905], [6.301, 2.133, 4.524], [4.573, 1.160, 2.993], [5.649, 0.910, 1.131], [5.385, -1.488, -0.063], [2.547, -2.678, -4.317], [0.533, -1.619, -5.729], [1.939, -3.914, -2.857], [2.191, -6.131, -2.050], [3.433, -6.643, 0.084], [4.201, -4.729, 1.475], [3.655, -2.478, 0.746], [1.848, 4.672, 2.367], [-0.108, 5.830, 1.041], [3.513, 2.930, -3.655], [-1.851, -5.213, 4.886], [-1.054, -4.913, 3.633], [-1.177, -5.931, 2.480], [0.423, -4.791, 3.915], [-1.622, -2.865, 2.802], [-2.166, -1.385, 4.655], [-0.879, -1.423, 5.474], [-2.284, -0.006, 4.037], [-3.373, -1.836, 5.470], [-3.232, -2.860, 0.951], [-4.577, -2.849, 1.590], [-2.951, -4.146, 0.202], [-2.771, -1.599, 0.225], [-1.608, -6.276, 5.200], [-2.911, -5.182, 4.728], [-1.523, -4.562, 5.758], [-0.647, -6.847, 2.874], [-0.548, -5.660, 1.624], [-2.217, -6.175, 2.207], [0.859, -5.812, 4.188], [0.754, -4.089, 4.727], [0.932, -4.464, 3.044], [-0.016, -1.073, 4.898], [-0.680, -2.471, 5.796], [-0.862, -0.789, 6.397], [-1.337, 0.237, 3.503], [-2.615, 0.670, 4.799], [-3.156, 0.112, 3.351], [-3.144, -2.629, 6.225], [-4.233, -2.144, 4.843], [-3.675, -1.003, 6.101], [-4.550, -3.554, 2.452], [-5.310, -3.311, 0.970], [-4.896, -1.845, 1.899], [-3.187, -5.054, 0.764], [-1.882, -4.117, -0.109], [-3.550, -4.183, -0.722], [-3.072, -0.672, 0.723], [-3.178, -1.616, -0.777], [-1.715, -1.663, -0.021]],
  "gap_ev": [5.1, 5.2],
  "lumo_ha": [-0.060, -0.060],
  "spin_multiplicity": 1,
  "homo_energy_ev": [-6.774, -6.774]
}